Run 1
{
  "formula": "C3H9NS",
  "method": "ωB97M-V/def2-TZVPD",
  "homo_ev": -8.500,
  "smiles": "C=N.CSC",
  "homo_lumo_gap_ev": 9.341,
  "total_charge": 0,
  "species": ["C", "N", "H", "H", "H", "C", "S", "C", "H", "H", "H", "H", "H", "H"],
  "positions_angstrom": [[-1.72128, -2.60258, -1.48107], [-0.59714, -2.16930, -1.86897], [-2.45927, -2.90084, -2.21956], [-2.07579, -2.63184, -0.44492], [0.06715, -2.29968, -1.09944], [1.12744, 2.37074, -0.15822], [0.87061, 2.17934, 1.65230], [0.45441, 0.46043, 1.73205], [0.40772, 1.70233, -0.60917], [2.18398, 2.33530, -0.37210], [0.79380, 3.38139, -0.36211], [-0.01693, 0.24480, 2.69173], [-0.28182, 0.20507, 0.96236], [1.24713, -0.27517, 1.57714]],
  "lowdin_charge": [-0.15, 0.01, 0.05, 0.06, 0.03, -0.39, 0.72, -0.49, 0.02, 0.02, 0.02, 0.03, 0.02, 0.04]
}

Run 2
{
  "formula": "C3H9NS",
  "method": "ωB97M-V/def2-TZVPD",
  "homo_ev": -8.552,
  "smiles": "CSCCN",
  "homo_lumo_gap_ev": 9.513,
  "total_charge": 0,
  "species": ["C", "S", "C", "C", "N", "H", "H", "H", "H", "H", "H", "H", "H", "H"],
  "positions_angstrom": [[-0.48442, -2.15471, -0.13837], [0.58007, -0.81139, -0.73146], [-0.41437, 0.69870, -0.69845], [-0.64262, 1.38270, 0.70278], [0.54905, 1.82681, 1.49462], [-1.01539, -1.53920, 0.67716], [-1.21748, -2.66513, -0.76300], [0.06597, -2.89472, 0.26390], [0.00611, 1.35587, -1.49234], [-1.36022, 0.33941, -1.09388], [-1.28745, 2.21870, 0.57236], [-1.32164, 0.62836, 1.16071], [1.24353, 2.23521, 0.85798], [1.01060, 0.95592, 1.86241]],
  "lowdin_charge": [-0.40, 0.76, -0.52, -0.32, -0.02, 0.05, 0.04, -0.03, 0.07, 0.06, 0.08, 0.10, 0.06, 0.07]
}

The structure with the most favorable energy is run 2; the runner-up is 0.598 eV above it.